[1]
{"formula": "C3H5N3O", "method": "wB97M-V/def2-TZVPD", "e_homo_ev": -8.6, "smiles": "CC1=NN=CNO1", "homo_lumo_gap_ev": 9.297, "total_charge": 0, "relative_energy_kj_mol": 587.3, "elements": ["C", "C", "C", "H", "H", "H", "H", "H", "N", "N", "N", "O"], "positions_angstrom": [[-2.08644, -0.17879, 0.10197], [-0.51654, -0.17857, -0.23166], [2.10660, -0.30303, 0.13962], [-2.78317, 0.30507, -0.77127], [-2.30380, -1.17468, 0.49433], [-2.22235, 0.61901, 0.91577], [3.16949, -0.40543, 0.07452], [1.75892, 1.84992, 0.06732], [0.05130, -1.20436, -0.11085], [1.40962, -1.31404, -0.30140], [1.28907, 1.04561, 0.17022], [0.12730, 0.93930, -0.54855]], "lowdin_charge": [0.002, -0.474, -0.039, 0.121, 0.061, 0.081, 0.095, 0.065, 0.055, 0.027, 0.026, -0.020]}

[2]
{"formula": "C47H53BBrFN11O6PRb", "method": "wB97M-V/def2-TZVPD", "e_homo_ev": -5.6, "homo_lumo_gap_ev": 7.418, "total_charge": -1, "elements": ["Rb", "C", "C", "C", "C", "N", "N", "B", "N", "N", "C", "C", "C", "C", "C", "C", "C", "C", "C", "C", "N", "N", "C", "C", "C", "C", "C", "C", "C", "C", "C", "C", "C", "C", "C", "C", "C", "C", "H", "H", "H", "H", "H", "H", "H", "H", "H", "H", "H", "H", "H", "H", "H", "H", "H", "H", "H", "H", "H", "H", "H", "H", "H", "H", "H", "H", "O", "C", "C", "C", "N", "C", "Br", "C", "H", "H", "H", "H", "O", "H", "H", "C", "N", "C", "C", "N", "H", "H", "H", "H", "H", "H", "F", "C", "C", "N", "C", "C", "O", "O", "C", "O", "N", "C", "O", "H", "H", "H", "H", "C", "P", "C", "C", "H", "H", "H", "H", "H", "H", "H", "H", "H"], "positions_angstrom": [[-0.34661, 0.07576, -0.17553], [5.33428, 2.84958, 2.19127], [4.01913, 2.93391, 1.49469], [3.50258, 4.08137, 0.94417], [2.26028, 3.70222, 0.39960], [2.06272, 2.40080, 0.62464], [3.12240, 1.93404, 1.28145], [3.38374, 0.47796, 1.74310], [2.42005, -0.00351, 2.86007], [1.11338, -0.26735, 2.76569], [0.68391, -0.64854, 3.97485], [1.76828, -0.63718, 4.86861], [2.84937, -0.22603, 4.12732], [4.22748, -0.06565, 4.66890], [-0.67364, -1.04112, 4.34191], [-1.67265, -1.25523, 3.39608], [-2.93371, -1.66970, 3.78110], [-3.23026, -1.88689, 5.11513], [-2.25647, -1.65301, 6.07098], [-0.99860, -1.23040, 5.69030], [3.53377, -0.53237, 0.57379], [2.60981, -0.87498, -0.32866], [3.17378, -1.72432, -1.19433], [4.51165, -1.93638, -0.82224], [4.70112, -1.16657, 0.30206], [5.96120, -1.11692, 1.09626], [2.49797, -2.33856, -2.33246], [1.25882, -1.89180, -2.78748], [0.64715, -2.47616, -3.88083], [1.26638, -3.51613, -4.55383], [2.49833, -3.97232, -4.11676], [3.10334, -3.39629, -3.01623], [1.36390, 4.58715, -0.33186], [0.13513, 4.15916, -0.83167], [-0.66508, 5.02067, -1.55823], [-0.28056, 6.33029, -1.79378], [0.92510, 6.77551, -1.28373], [1.73579, 5.91480, -0.57098], [5.80887, 3.82916, 2.16644], [5.99914, 2.13561, 1.71106], [5.21561, 2.55702, 3.23198], [3.96790, 5.04783, 0.95361], [4.44472, 0.50679, 2.25243], [1.78629, -0.91109, 5.90339], [4.21239, -0.34238, 5.72059], [4.56791, 0.96415, 4.59064], [4.94515, -0.70393, 4.15838], [-1.44436, -1.12063, 2.35145], [-3.68663, -1.84468, 3.02717], [-4.21517, -2.22188, 5.40929], [-2.48142, -1.80659, 7.11776], [-0.25665, -1.04930, 6.45223], [5.24836, -2.55304, -1.29811], [6.69208, -1.76772, 0.62039], [5.79333, -1.47043, 2.11208], [6.37656, -0.11286, 1.14923], [0.78102, -1.06252, -2.29006], [-0.32388, -2.12585, -4.19541], [0.78852, -3.97248, -5.40819], [2.98863, -4.78855, -4.63240], [4.05456, -3.78374, -2.68444], [-0.17018, 3.13919, -0.65092], [-1.60479, 4.66870, -1.95104], [-0.91448, 6.99733, -2.36179], [1.23378, 7.79879, -1.44881], [2.67365, 6.28877, -0.19244], [-6.92396, 0.77493, 3.81759], [-5.89651, 0.62960, 2.95295], [-5.98922, -0.16596, 1.81220], [-4.88362, -0.27329, 0.99001], [-3.74411, 0.35340, 1.21782], [-3.67049, 1.11214, 2.28914], [-2.02599, 2.01502, 2.55661], [-4.69675, 1.28902, 3.20240], [-7.68304, 0.25960, 3.51406], [-6.90308, -0.69743, 1.59134], [-4.92057, -0.88149, 0.09870], [-4.57271, 1.89739, 4.08035], [0.89531, -3.00953, 0.89610], [0.82440, -2.66751, 1.79212], [1.42486, -2.34816, 0.42518], [1.40011, 1.61511, -5.67288], [2.23773, 1.75180, -4.50265], [3.45751, 2.51390, -4.62126], [1.65814, 1.65492, -3.32868], [1.14092, 1.51908, -2.31426], [2.00645, 1.23843, -6.49915], [0.95066, 2.57150, -5.97100], [0.60761, 0.90008, -5.45627], [4.03078, 2.13114, -5.46852], [4.04283, 2.39287, -3.71056], [3.26540, 3.58347, -4.78096], [-3.67547, -7.22851, -1.87513], [-3.22595, -6.24221, -1.06107], [-3.15283, -4.97162, -1.52114], [-2.73952, -3.95565, -0.73148], [-2.70753, -2.57882, -1.18439], [-2.58172, -2.21746, -2.72599], [-2.88632, -3.05023, -3.57513], [-2.21051, -1.04388, -2.87928], [-2.39290, -4.16577, 0.58757], [-2.10521, -3.26988, 1.34663], [-2.44203, -5.47941, 1.00213], [-2.84168, -6.60377, 0.28614], [-2.85359, -7.70123, 0.80485], [-3.38682, -4.69261, -2.54381], [-1.87266, -2.08551, -0.68674], [-3.62437, -2.08178, -0.85596], [-2.14876, -5.63953, 1.95998], [-4.60187, 0.85245, -2.59140], [-3.01947, 1.23828, -1.71884], [-2.13491, 1.92056, -3.18146], [-3.63448, 2.86233, -1.01541], [-4.89296, 1.68049, -3.23669], [-5.39850, 0.66918, -1.87300], [-4.44901, -0.03130, -3.19963], [-2.71461, 2.70222, -3.67506], [-1.98321, 1.08587, -3.85788], [-1.16743, 2.30791, -2.87515], [-3.98953, 3.52983, -1.80243], [-2.84235, 3.35725, -0.45802], [-4.45064, 2.66129, -0.32050]], "lowdin_charge": [0.551, -0.027, -0.272, 0.007, -0.250, 0.129, 0.026, -0.478, 0.028, 0.109, -0.252, 0.011, -0.270, -0.025, -0.161, -0.079, -0.095, -0.091, -0.095, -0.036, 0.035, 0.065, -0.253, 0.019, -0.266, -0.025, -0.154, -0.036, -0.062, -0.085, -0.094, -0.036, -0.156, -0.042, -0.085, -0.101, -0.102, -0.040, 0.077, 0.067, 0.064, 0.093, 0.087, 0.096, 0.077, 0.065, 0.069, 0.064, 0.094, 0.096, 0.095, 0.096, 0.098, 0.077, 0.073, 0.067, 0.029, 0.091, 0.099, 0.097, 0.099, 0.067, 0.080, 0.095, 0.095, 0.094, 0.074, -0.312, 0.004, -0.148, 0.027, -0.734, 0.820, -0.032, 0.112, 0.113, 0.094, 0.114, -0.064, 0.016, -0.025, -0.039, -0.204, -0.047, -0.269, 0.165, 0.088, 0.093, 0.095, 0.087, 0.097, 0.092, 0.055, -0.172, 0.060, 0.029, -0.030, -0.691, -0.010, -0.137, -0.450, 0.078, 0.220, -0.419, 0.071, 0.130, 0.064, 0.108, 0.172, -0.275, 0.775, -0.298, -0.304, 0.035, 0.022, 0.029, 0.038, 0.024, -0.010, 0.030, 0.002, 0.021]}

Number 1: E_tot -356.6337 Eh, LUMO 0.65 eV, largest force on an atom 0.1547 Eh/bohr. Number 2: E_tot -5941.0188 Eh, LUMO 1.78 eV, largest force on an atom 0.0253 Eh/bohr.